1.
Density functional theory data (wB97M-V/def2-TZVPD) for the molecule C4H8N2O.

Summary:
Total charge: 0
Energy relative to the best compared isomer or geometry (same formula, charge and spin): 3.795 eV
Kohn-Sham gap: 8.29 eV
2S+1: 1
Total energy: -341.8642 Ha
E_LUMO: 0.01969 Ha

Structure (XYZ):
```
15
C4H8N2O, DFT wB97M-V/def2-TZVPD
C 0.533 1.037 -1.097
C -0.316 0.028 -0.350
C -1.186 -0.969 -1.015
N 0.259 -1.340 -0.377
C -0.780 0.544 0.998
O -1.508 1.516 1.053
N -0.376 -0.152 2.106
H 0.857 0.622 -2.060
H -0.092 1.911 -1.291
H 1.414 1.361 -0.529
H -0.005 -2.042 0.282
H -0.981 -0.930 -2.094
H 1.081 -1.500 -0.959
H 0.457 -0.717 2.085
H -0.660 0.227 3.000
```

=====

2.
Density functional theory data (wB97M-V/def2-TZVPD) for a cluster of 2 separate species, C4H8N2O in total.

Summary:
Structure (SMILES): [H]/N=C/CCN=C=O.[H][H]
Total charge: 0
Energy relative to the best compared isomer or geometry (same formula, charge and spin): 2.792 eV
Kohn-Sham gap: 10.86 eV
2S+1: 1
Total energy: -341.9010 Ha
E_LUMO: 0.03709 Ha

Structure (XYZ):
```
15
C4H8N2O, DFT wB97M-V/def2-TZVPD
O -0.864 1.307 2.609
C -0.396 0.399 2.028
N -0.077 1.727 -0.006
C -0.049 0.964 -1.018
C 0.801 -0.291 -0.950
C 0.836 -1.050 0.434
N -0.021 -0.638 1.525
H -0.775 2.470 -0.047
H -1.910 -0.923 -0.744
H -0.627 1.160 -1.939
H 1.840 -0.024 -1.185
H 0.509 -0.996 -1.740
H 1.864 -1.035 0.806
H 0.596 -2.104 0.251
H -1.727 -0.967 -0.023
```

=====

3.
Density functional theory data (wB97M-V/def2-TZVPD) for a cluster of 2 separate species, C4H8N2O in total in a non-equilibrium geometry.

Summary:
Structure (SMILES): CC(C)=O.N#CN
Total charge: 0
Energy relative to the best compared isomer or geometry (same formula, charge and spin): 1.673 eV
Kohn-Sham gap: 10.55 eV
2S+1: 1
Total energy: -341.9422 Ha
E_LUMO: 0.02637 Ha

Structure (XYZ):
```
15
C4H8N2O, DFT wB97M-V/def2-TZVPD
C 0.167 -0.801 1.216
C 1.260 -1.519 -0.966
C 0.731 -0.355 -0.107
O 1.068 0.781 -0.369
H -0.919 -0.834 1.124
H 0.476 -1.808 1.479
H 0.480 -2.254 -1.147
H 1.693 -1.154 -1.893
H 2.055 -2.001 -0.399
H 0.401 -0.082 1.999
N -1.219 2.441 -0.440
C -1.930 1.439 0.030
N -2.765 0.661 0.228
H -0.315 2.177 -0.829
H -1.182 3.308 0.073
```

=====

4.
Density functional theory data (wB97M-V/def2-TZVPD) for a cluster of 2 separate species, C4H8N2O in total.

Summary:
Structure (SMILES): C=C(N)O.C1=NC1
Total charge: 0
Energy relative to the best compared isomer or geometry (same formula, charge and spin): 5.041 eV
Kohn-Sham gap (alpha / beta): 8.48 / 8.48 eV
2S+1: 1
Total energy: -341.8184 Ha
E_LUMO (alpha / beta): 0.02052 / 0.02054 Ha

Structure (XYZ):
```
15
C4H8N2O, DFT wB97M-V/def2-TZVPD
N 1.606 -0.492 -1.188
C 1.113 -0.450 0.111
O 0.457 -1.517 0.502
C 1.046 0.699 0.863
N -1.063 0.985 0.643
C -1.702 -0.174 0.647
C -1.605 0.496 -0.652
H 1.747 -1.434 -1.526
H 2.387 0.120 -1.376
H 0.862 0.616 1.925
H 1.482 1.625 0.502
H -0.589 -1.186 0.624
H -2.440 -0.500 1.374
H -0.904 0.091 -1.380
H -2.396 1.121 -1.070
```

=====

5.
Density functional theory data (wB97M-V/def2-TZVPD) for the molecule C4H8N2O in a non-equilibrium geometry.

Summary:
Structure (SMILES): [H]/N=C(\O)N1C[C@H]1C
Total charge: 0
Energy relative to the best compared isomer or geometry (same formula, charge and spin): 3.157 eV
Kohn-Sham gap: 10.16 eV
2S+1: 1
Total energy: -341.8876 Ha
E_LUMO: 0.02786 Ha

Structure (XYZ):
```
15
C4H8N2O, DFT wB97M-V/def2-TZVPD
C 0.946 -0.028 -0.523
C 0.801 1.432 -0.267
C 1.296 -0.930 0.630
N -0.335 0.780 -0.842
C -1.275 0.031 -0.159
O -1.673 -1.096 -0.841
N -1.917 0.597 0.788
H -2.638 -1.156 -0.829
H 1.449 -0.321 -1.443
H -2.862 0.245 0.924
H 0.760 1.784 0.759
H 1.264 2.146 -0.941
H 2.375 -0.948 0.779
H 0.829 -0.585 1.551
H 0.979 -1.950 0.415
```

=====

6.
Density functional theory data (wB97M-V/def2-TZVPD) for the molecule C4H8N2O in a non-equilibrium geometry.

Summary:
Structure (SMILES): O/N=C\NC1CC1
Total charge: 0
Energy relative to the best compared isomer or geometry (same formula, charge and spin): 6.259 eV
Kohn-Sham gap: 10.06 eV
2S+1: 1
Total energy: -341.7736 Ha
E_LUMO: 0.02528 Ha

Structure (XYZ):
```
15
C4H8N2O, DFT wB97M-V/def2-TZVPD
C -1.411 0.802 0.531
C 0.513 0.094 -0.276
C 0.203 -1.144 -1.281
C 1.322 -1.236 -0.310
H 0.280 1.734 1.390
H -2.446 0.323 0.303
H -0.690 -0.850 0.923
H 0.735 1.016 -0.769
H 0.518 -0.752 -2.384
H -0.593 -1.925 -1.139
H 1.264 -1.738 0.717
H 2.350 -1.227 -0.653
N -1.501 2.070 0.788
N -0.222 0.216 0.910
O -0.323 2.617 1.251
```

=====

7.
Density functional theory data (wB97M-V/def2-TZVPD) for a structure of composition C4H8N2O in a non-equilibrium geometry.

Summary:
Total charge: 0
Energy relative to the best compared isomer or geometry (same formula, charge and spin): 1.811 eV
Kohn-Sham gap: 9.31 eV
2S+1: 1
Total energy: -341.9371 Ha
E_LUMO: 0.02109 Ha

Structure (XYZ):
```
15
C4H8N2O, DFT wB97M-V/def2-TZVPD
H -0.938 0.455 -1.507
O -1.487 1.292 -2.161
N -0.410 -0.276 -0.567
H -1.017 1.369 -3.001
C 0.045 0.131 0.670
C 0.225 -1.377 -0.932
C 0.865 -0.872 1.119
N 1.049 -1.784 0.057
H 1.786 -2.464 0.015
H 0.045 -1.849 -1.875
H 1.194 -1.135 2.114
C -0.242 1.378 1.382
H 0.622 1.897 1.780
H -0.840 2.006 0.652
H -0.896 1.229 2.254
```

=====

8.
Density functional theory data (wB97M-V/def2-TZVPD) for the molecule C4H8N2O.

Summary:
Total charge: 0
Energy relative to the best compared isomer or geometry (same formula, charge and spin): 5.000 eV
Kohn-Sham gap: 8.69 eV
2S+1: 1
Total energy: -341.8199 Ha
E_LUMO: 0.00333 Ha

Structure (XYZ):
```
15
C4H8N2O, DFT wB97M-V/def2-TZVPD
C -1.444 -0.979 0.870
C -1.806 0.336 0.261
O -0.870 1.303 0.570
C 0.398 1.167 0.079
N 1.405 1.837 0.436
C 0.416 0.171 -1.068
N 1.256 -0.963 -0.756
H -0.391 -1.288 0.938
H -2.048 -1.781 0.436
H -1.822 -0.811 1.893
H -0.642 -0.135 -1.215
H 1.194 2.474 1.207
H 0.669 0.686 -2.001
H 1.727 -1.309 -1.581
H 1.957 -0.708 -0.070
```

=====

9.
Density functional theory data (wB97M-V/def2-TZVPD) for the molecule C4H8N2O in a non-equilibrium geometry.

Summary:
Structure (SMILES): [H]/N=C(/N)OC(=C)C
Total charge: 0
Energy relative to the best compared isomer or geometry (same formula, charge and spin): 3.433 eV
Kohn-Sham gap: 8.87 eV
2S+1: 1
Total energy: -341.8775 Ha
E_LUMO: 0.02650 Ha

Structure (XYZ):
```
15
C4H8N2O, DFT wB97M-V/def2-TZVPD
C 1.955 -0.982 -0.522
C -1.489 0.655 -0.181
C 0.819 -0.063 -0.176
N -2.105 -0.384 0.414
C 0.615 0.456 1.085
O -0.098 0.085 -1.094
N -1.974 1.748 -0.511
H -3.018 -0.609 0.046
H -1.555 -1.159 0.738
H -1.393 2.350 -1.078
H 2.911 -0.459 -0.441
H 1.995 -1.852 0.138
H 1.902 -1.348 -1.547
H 1.224 0.114 1.911
H 0.211 1.446 1.220
```

=====

10.
Density functional theory data (wB97M-V/def2-TZVPD) for the ion C4H8N2O2 with charge -1 in a non-equilibrium geometry.

Summary:
Total charge: -1
Energy relative to the best compared isomer or geometry (same formula, charge and spin): 2.310 eV
Kohn-Sham gap (alpha / beta): 6.63 / 6.55 eV
2S+1: 2
Total energy: -417.1306 Ha
E_LUMO (alpha / beta): 0.13294 / 0.12998 Ha

Structure (XYZ):
```
16
C4H8N2O2, DFT wB97M-V/def2-TZVPD
C -0.195 -0.425 -0.781
C -1.476 0.289 -0.509
C -2.562 -0.335 0.269
O -3.483 0.327 0.690
N 0.600 -0.878 0.293
C 1.964 -0.384 0.458
N 1.868 1.210 0.408
O 2.650 -0.801 1.467
H -0.117 -1.026 -1.677
H 1.256 1.340 -0.401
H -1.874 0.642 -1.476
H -1.353 1.279 -0.045
H -2.538 -1.406 0.538
H 0.065 -0.920 1.151
H 2.442 -0.570 -0.554
H 2.754 1.657 0.170
```

=====

11.
Density functional theory data (wB97M-V/def2-TZVPD) for a cluster of 2 separate species, C4H8N2O2 in total in a non-equilibrium geometry.

Summary:
Total charge: 0
Energy relative to the best compared isomer or geometry (same formula, charge and spin): 6.823 eV
Kohn-Sham gap: 8.49 eV
2S+1: 1
Total energy: -417.0052 Ha
E_LUMO: 0.03439 Ha

Structure (XYZ):
```
16
C4H8N2O2, DFT wB97M-V/def2-TZVPD
C -1.767 1.321 0.741
C -2.096 1.834 -0.340
C -0.125 -1.440 -0.626
C 1.413 -1.174 1.311
N 1.467 0.320 -0.423
N 0.875 -0.809 0.006
O -1.418 0.782 1.712
O 0.768 0.860 -1.621
H -3.044 2.364 -0.509
H -1.544 1.379 -1.206
H -0.638 -2.196 -0.224
H -0.277 -1.117 -1.697
H 2.240 -0.520 1.350
H 0.681 -1.022 2.128
H 1.972 -2.102 1.265
H 1.494 1.519 -1.866
```

=====

12.
Density functional theory data (wB97M-V/def2-TZVPD) for a structure of composition C4H8N2O2 in a non-equilibrium geometry.

Summary:
Total charge: 0
Energy relative to the best compared isomer or geometry (same formula, charge and spin): 6.932 eV
Kohn-Sham gap (alpha / beta): 6.05 / 7.61 eV
2S+1: 1
Total energy: -417.0012 Ha
E_LUMO (alpha / beta): -0.03308 / -0.01298 Ha

Structure (XYZ):
```
16
C4H8N2O2, DFT wB97M-V/def2-TZVPD
C -0.621 -0.026 0.873
C -1.138 0.921 -0.167
C -0.407 0.463 2.213
O -1.066 -1.318 0.728
N -1.613 0.409 -1.219
H -1.372 -1.400 -0.192
H -2.050 1.075 -1.850
H -0.929 1.980 -0.004
H -0.395 -0.247 3.028
H -0.407 1.524 2.414
C 1.918 -0.638 -1.811
O 0.856 0.088 0.879
N 2.203 -1.202 -0.741
H 1.441 -0.854 0.451
H 2.377 -0.980 -2.748
H 1.204 0.205 -1.854
```

=====

13.
Density functional theory data (wB97M-V/def2-TZVPD) for the molecule C4H8N2O2 in a non-equilibrium geometry.

Summary:
Structure (SMILES): NC(=O)C[C@@H](N)C=O
Total charge: 0
Energy relative to the best compared isomer or geometry (same formula, charge and spin): 2.967 eV
Kohn-Sham gap: 10.47 eV
2S+1: 1
Total energy: -417.1469 Ha
E_LUMO: 0.02029 Ha

Structure (XYZ):
```
16
C4H8N2O2, DFT wB97M-V/def2-TZVPD
O -1.907 -0.273 -1.697
C -0.923 0.503 -1.838
C 0.038 0.566 -0.651
C -0.535 -0.413 0.363
C 0.275 -0.443 1.555
N 0.768 0.870 1.897
O 0.670 -1.456 1.944
N 1.308 0.381 -1.475
H -0.822 0.938 -2.837
H 0.152 1.684 -0.416
H -1.564 -0.074 0.479
H -0.636 -1.395 -0.131
H 1.455 1.140 2.477
H 0.109 1.552 1.402
H 1.467 -0.599 -1.704
H 2.082 0.542 -0.777
```

=====

14.
Density functional theory data (wB97M-V/def2-TZVPD) for the molecule C4H8N2O2.

Summary:
Structure (SMILES): NCC(=O)NCC=O
Total charge: 0
Energy relative to the best compared isomer or geometry (same formula, charge and spin): 1.457 eV
Kohn-Sham gap: 10.29 eV
2S+1: 1
Total energy: -417.2024 Ha
E_LUMO: 0.02137 Ha

Structure (XYZ):
```
16
C4H8N2O2, DFT wB97M-V/def2-TZVPD
N -1.990 0.452 1.725
C -1.050 0.307 0.631
C 0.173 -0.517 0.994
N 1.221 -0.537 0.112
C 1.316 0.276 -1.088
C 0.391 -0.254 -2.158
O -0.485 0.372 -2.682
O 0.243 -1.103 2.054
H -1.539 0.968 2.473
H -2.147 -0.460 2.166
H -0.738 1.310 0.329
H -1.577 -0.081 -0.236
H 2.096 -0.891 0.460
H 2.317 0.135 -1.481
H 1.183 1.340 -0.904
H 0.588 -1.316 -2.395
```

=====

15.
Density functional theory data (wB97M-V/def2-TZVPD) for a cluster of 2 separate species, C4H8N2O2 in total in a non-equilibrium geometry.

Summary:
Structure (SMILES): CNC(C)=O.N=C=O
Total charge: 0
Energy relative to the best compared isomer or geometry (same formula, charge and spin): 1.197 eV
Kohn-Sham gap: 9.91 eV
2S+1: 1
Total energy: -417.2120 Ha
E_LUMO: 0.01598 Ha

Structure (XYZ):
```
16
C4H8N2O2, DFT wB97M-V/def2-TZVPD
C 0.126 1.310 -1.222
C 1.460 -0.214 1.106
N -2.054 -1.443 -0.763
N -0.315 1.251 0.151
C -1.361 -2.223 -0.232
C 0.194 0.589 1.224
O -0.636 -3.007 0.254
O -0.416 0.648 2.292
H -1.801 -1.390 -1.751
H -1.181 1.726 0.379
H 0.304 2.358 -1.476
H 1.023 0.723 -1.411
H -0.687 0.935 -1.851
H 2.017 -0.026 0.190
H 1.215 -1.278 1.160
H 2.112 0.040 1.947
```